# 1
Density functional theory data (the ωB97M-V functional and the def2-TZVPD basis) for C20H36IMoN5OP2S as an isolated structure.

orbital gap: 8.01 eV
net charge: +2
HOMO energy: -13.2 eV
energy above the lowest of the compared OMol25 structures with the same formula, charge and spin: 14.05 kJ/mol
total energy: -2579.1293 Ha
F_max: 0.33 eV/A

CARTESIAN COORDINATES (ANGSTROEM)
Mo 0.29519 0.20201 -0.41369
C -2.31824 -2.05173 -1.71179
P -0.69166 -1.99091 -0.89925
C 0.29837 -3.19121 -1.84372
C -0.95303 -2.82712 0.70385
C -1.84504 -3.88662 0.84950
C -1.99408 -4.51368 2.07680
C -1.24203 -4.09986 3.16889
C -0.34184 -3.05506 3.03186
C -0.19649 -2.41220 1.80530
P 0.96287 -1.03544 1.56384
C 2.60102 -1.82206 1.47467
C 1.00171 -0.11975 3.12925
H -2.28153 -1.53947 -2.67312
H -3.05282 -1.54256 -1.08907
H -2.64068 -3.07828 -1.88315
H -0.15301 -4.18118 -1.76919
H 1.31597 -3.23783 -1.45696
H 0.34597 -2.89791 -2.89314
H -2.43928 -4.23211 0.01325
H -2.69850 -5.32781 2.18112
H -1.35891 -4.59071 4.12548
H 0.23915 -2.74047 3.88988
H 2.77803 -2.42940 2.36257
H 3.37291 -1.05461 1.40662
H 2.65933 -2.46462 0.59535
H 1.34558 -0.73647 3.95958
H 0.00416 0.25707 3.35097
H 1.67934 0.72780 3.01883
C -3.24614 1.66552 -0.35900
C -2.39196 1.22660 0.83233
C -2.08332 2.42088 1.73142
C -3.06544 0.09929 1.61527
N -1.14555 0.70097 0.29709
H -4.19524 2.06488 -0.00240
H -3.44991 0.82533 -1.02378
H -2.73397 2.44212 -0.92782
H -3.01123 2.81638 2.14351
H -1.60317 3.21234 1.15462
H -1.43390 2.14050 2.56104
H -4.01362 0.45184 2.02082
H -2.43758 -0.23702 2.44199
H -3.26572 -0.75688 0.97038
C 1.52983 5.19870 -0.12004
C 1.74052 4.07517 0.89888
C 2.38109 2.87508 0.28752
N 1.75932 1.81786 -0.08740
N 2.54775 0.83947 -0.65629
C 3.80530 1.18295 -0.69863
N 4.78287 0.40709 -1.18315
S 4.08972 2.76833 -0.04633
H 1.06032 6.05318 0.36313
H 0.88504 4.86531 -0.93303
H 2.47557 5.53314 -0.54637
H 0.78749 3.74882 1.31750
H 2.35736 4.42611 1.72785
H 4.56472 -0.52292 -1.49746
H 5.74534 0.69438 -1.16475
N -0.10526 2.05376 -4.41550
C 0.17867 1.05058 -3.59322
O 0.21715 1.23923 -2.36633
C 0.43180 -0.28728 -4.21931
I 2.51194 -0.72529 -4.25948
H -0.27794 2.97137 -4.03470
H -0.13291 1.93509 -5.41409
H 0.10240 -0.33655 -5.25201
H -0.05377 -1.06417 -3.63680

These are the Löwdin partial charges, in e, on atoms 1 to 4: atom 1 (Mo): 1.097, atom 2 (C): -0.224, atom 3 (P): 0.796, atom 4 (C): -0.229

***

# 2
Density functional theory data (the ωB97M-V functional and the def2-TZVPD basis) for C6H19O7Zn as an isolated structure.

orbital gap (alpha / beta): 4.98 / 9.06 eV
2S+1: 2
HOMO energy (alpha / beta): -4.8 / -9.2 eV
total energy: -2545.8559 Ha
F_max: 3.39 eV/A

CARTESIAN COORDINATES (ANGSTROEM)
Zn 0.39075 -6.74552 -15.67397
O 1.72223 -5.92832 -14.61827
H 2.37211 -5.20098 -14.56196
C 0.07482 -8.59016 -13.46221
C 0.36621 -9.42131 -14.81430
O 1.20564 -8.65805 -15.74113
O -0.54042 -7.33326 -13.83226
H 0.98608 -8.46601 -12.87714
H -0.62228 -8.98416 -12.72267
H -0.57013 -9.76506 -15.25387
H 0.94384 -10.33315 -14.66274
H 1.64082 -9.24727 -16.36164
H -0.94028 -7.01275 -13.02049
C 1.77890 -5.31808 -19.49126
C 2.21892 -5.49235 -18.03847
O 1.42286 -6.60288 -17.51106
O 0.50103 -4.74069 -19.50968
H 1.79617 -6.25313 -20.05116
H 2.39534 -4.59309 -20.02275
H 2.28217 -4.64266 -17.35866
H 3.17221 -5.97944 -18.24361
H 1.63543 -7.40506 -17.99368
H 0.06229 -4.89829 -20.34888
C 2.04413 -5.42596 -11.28352
C 2.69981 -6.78038 -11.35434
O 3.33732 -6.90924 -12.64392
O 0.82811 -5.56292 -11.95093
H 2.69409 -4.67899 -11.73924
H 1.99824 -5.10554 -10.24269
H 2.04570 -7.64627 -11.25194
H 3.56934 -7.01621 -10.74082
H 2.80307 -6.48381 -13.31860
H 0.97305 -5.79804 -12.87033

These are the Löwdin partial charges, in e, on atoms 1 to 4: atom 1 (Zn): 0.629, atom 2 (O): -0.402, atom 3 (H): 0.015, atom 4 (C): -0.154

***

# 3
Density functional theory data (the ωB97M-V functional and the def2-TZVPD basis) for a single C3H7N3O molecule.

orbital gap: 10.36 eV
HOMO energy: -9.6 eV
energy above the lowest of the compared OMol25 structures with the same formula, charge and spin: 10.41 kJ/mol
SMILES: [H]/N=C/NC(=O)NC
total energy: -358.0459 Ha
F_max: 0.41 eV/A

CARTESIAN COORDINATES (ANGSTROEM)
C 2.57862 0.17016 0.18973
N 1.19393 0.08016 0.58221
C 0.17963 0.00201 -0.32292
O 0.33526 -0.05375 -1.53109
N -1.07640 -0.00233 0.27497
C -2.24571 -0.17222 -0.43716
N -3.36042 -0.17426 0.17168
H 2.62793 0.28258 -0.89330
H 3.13075 -0.73456 0.46873
H 3.01539 1.05553 0.65789
H 0.98772 0.03408 1.56641
H -1.18502 0.12656 1.27126
H -2.06451 -0.29677 -1.50688
H -4.11717 -0.31719 -0.49154

These are the Löwdin partial charges, in e, on atoms 1 to 4: atom 1 (C): -0.073, atom 2 (N): 0.003, atom 3 (C): -0.554, atom 4 (O): 0.052

***

# 4
Density functional theory data (the ωB97M-V functional and the def2-TZVPD basis) for a 2-piece molecular cluster, C5H10O2 overall.

orbital gap: 9.16 eV
HOMO energy: -8.2 eV
energy above the lowest of the compared OMol25 structures with the same formula, charge and spin: 490.96 kJ/mol
total energy: -346.8384 Ha
F_max: 0.48 eV/A

CARTESIAN COORDINATES (ANGSTROEM)
C 0.27245 2.31658 0.12540
O 0.30829 0.93271 -0.15531
C -0.99282 0.36049 -0.20090
C -0.95422 -1.01566 -0.79752
C 0.03683 -1.50676 -1.53222
C 0.55670 -1.58644 1.79640
O 1.61259 -0.99211 1.30807
H -0.26785 2.85558 -0.66553
H 1.30502 2.67091 0.15959
H -0.21627 2.52011 1.08909
H -1.40628 0.31103 0.81590
H -1.64488 1.00927 -0.80940
H -1.82925 -1.62473 -0.57610
H -0.00311 -2.51970 -1.92299
H 0.93111 -0.92606 -1.74172
H 0.97269 -2.56136 2.16180
H 1.30378 -0.15563 0.88599

These are the Löwdin partial charges, in e, on atoms 1 to 4: atom 1 (C): -0.091, atom 2 (O): -0.249, atom 3 (C): -0.251, atom 4 (C): -0.178

***

Question: What is the formula in the first record?
Answer: C20H36IMoN5OP2S